(P)
Molecular formula: C3H4S
Method: DFT, wB97M-V/def2-TZVPD

Geometry as XYZ:
```
8
Properties=species:S:1:pos:R:3:lowdin_charge:R:1
H -0.264 -1.167 1.016 0.089
C -1.691 -0.343 -0.456 -0.616
H -0.258 1.356 0.470 -0.006
S -2.771 0.490 -1.199 0.712
C 0.249 0.663 -0.056 -0.045
H 0.864 1.053 -0.964 0.096
H 0.169 -1.441 -0.607 0.134
C -0.354 -0.697 0.063 -0.364
```

As for the orbital gap (alpha / beta): 7.938 / 6.654 eV. The HOMO energy (alpha / beta) is -0.2898 / -0.2528 Eh. The value obtained for the LUMO energy (alpha / beta) is 0.053 / -0.225 eV.



(Q)
Molecular formula: C3H4S
Method: DFT, wB97M-V/def2-TZVPD

Geometry as XYZ:
```
8
Properties=species:S:1:pos:R:3:lowdin_charge:R:1
H 3.167 -0.024 -0.885 -0.183
C -1.298 -0.592 0.493 -0.118
S 2.466 -0.126 0.338 0.370
H -0.535 -1.412 0.691 0.103
H 1.833 1.171 0.379 -0.153
C -2.293 0.355 0.889 -0.008
H -1.547 0.337 -1.471 0.083
C -1.794 0.291 -0.434 -0.094
```

As for the orbital gap: 9.382 eV. The HOMO energy is -0.3250 Eh. The value obtained for the LUMO energy is 0.539 eV. As for the structure (SMILES): C1=CC=1.S.



Which of them is most stable? Easy: (P).



(P)
Molecular formula: C14H22ClNOS
Method: DFT, wB97M-V/def2-TZVPD

Geometry as XYZ:
```
40
Properties=species:S:1:pos:R:3:lowdin_charge:R:1
H 2.143 0.070 2.137 0.136
H -3.255 -2.792 -0.460 0.090
H 2.206 2.641 -1.219 0.160
H 1.434 -1.916 -0.585 0.050
H -0.260 -1.851 -0.412 0.073
C 2.140 0.323 1.092 -0.227
H 0.794 -2.140 0.955 0.090
H 4.280 1.338 -0.892 0.116
C 2.269 1.805 0.821 -0.121
C 0.768 -0.066 0.409 -0.347
H -4.131 0.028 0.369 0.145
C -1.470 -0.077 1.379 -0.669
C 0.669 0.262 -2.157 -0.050
S -2.423 -0.006 2.855 0.998
H -4.118 -1.585 -1.400 0.082
H -0.342 -0.113 -2.323 0.086
H -1.332 1.475 -1.019 0.073
C 3.340 -0.169 0.277 -0.146
H -4.499 -1.128 2.423 0.069
Cl -5.560 -2.617 0.203 0.588
H 1.436 2.394 1.208 0.113
C -0.389 1.957 -0.774 -0.034
C 0.674 -1.572 0.050 -0.012
H 3.382 0.232 -1.886 0.109
H 3.311 -1.220 0.002 0.100
C -3.510 -0.847 0.509 -0.426
C -3.990 -1.986 -0.397 -0.500
H 0.886 0.989 -2.961 0.100
H 3.202 2.264 1.164 0.130
H 4.279 -0.014 0.823 0.116
C 0.789 0.954 -0.815 -0.423
C 3.343 0.759 -0.920 -0.153
H -3.123 -2.257 2.146 0.105
H -0.224 2.726 -1.527 0.082
H 1.403 -0.532 -2.285 0.072
C 2.135 1.668 -0.675 -0.263
C -3.493 -1.215 1.991 -0.442
O -2.136 -0.498 0.252 -0.061
H -0.411 2.529 0.170 0.087
N -0.219 0.185 1.474 0.105
```

As for the orbital gap: 9.377 eV. The HOMO energy is -0.3220 Eh. The value obtained for the LUMO energy is 0.615 eV. As for the structure (SMILES): CC1(C)[C@@H]2CC[C@@H](C2)[C@@]1(C)/N=C1\O[C@@H](CCl)CS1.



(Q)
Molecular formula: C14H22ClNOS
Method: DFT, wB97M-V/def2-TZVPD

Geometry as XYZ:
```
40
Properties=species:S:1:pos:R:3:lowdin_charge:R:1
H 4.139 0.921 -0.160 0.114
C 2.309 5.344 -1.769 -0.253
C 2.722 3.075 -0.745 -0.241
C -1.670 -3.767 0.011 -0.104
H 3.328 0.569 1.378 0.111
C 3.800 6.246 -3.340 -0.119
H 2.550 -0.994 -0.285 0.111
H 1.124 0.422 2.286 0.070
C 0.668 -0.315 1.627 -0.487
C -3.153 -1.858 1.358 -0.115
H 0.051 -2.691 0.629 0.097
H 4.867 6.289 -3.553 0.088
H 1.141 -1.282 1.800 0.074
S -1.058 -0.402 2.208 0.949
H 1.870 6.337 -1.584 0.123
O 3.653 5.484 -2.172 -0.198
N 2.651 2.304 0.485 -0.083
C 3.169 0.952 0.368 -0.246
C 0.762 0.131 0.177 -0.277
H 2.171 0.291 -1.428 0.102
H 0.427 1.166 0.109 0.102
H -1.096 -4.515 -0.514 0.106
H -3.720 -1.108 1.888 0.102
C 2.187 0.033 -0.368 -0.199
H 1.726 4.859 -2.569 0.126
C -3.051 -3.849 0.043 -0.683
H 3.167 2.798 1.206 0.113
H 0.104 -0.485 -0.441 0.100
C -1.763 -1.761 1.330 -0.538
H 3.276 5.785 -4.187 0.089
H 3.414 7.264 -3.203 0.088
C -3.799 -2.897 0.721 -0.107
H 2.062 2.604 -1.479 0.117
C -1.026 -2.727 0.657 -0.095
C 2.258 4.507 -0.497 -0.162
H -4.874 -2.969 0.745 0.106
H 3.740 3.097 -1.168 0.123
H 2.905 4.973 0.248 0.117
Cl -3.852 -5.151 -0.768 0.661
H 1.238 4.497 -0.112 0.118
```

As for the orbital gap: 8.832 eV. The HOMO energy is -0.2937 Eh. The value obtained for the LUMO energy is 0.841 eV. As for the structure (SMILES): COCCCNCCCCSc1ccc(Cl)cc1.



Which of them is most stable? Easy: (Q).



(P)
Molecular formula: C2H5NSi
Method: DFT, wB97M-V/def2-TZVPD

Geometry as XYZ:
```
9
Properties=species:S:1:pos:R:3:lowdin_charge:R:1
H 2.218 -1.246 -0.265 -0.083
H 2.311 1.026 0.544 -0.103
C -2.167 -0.019 -0.535 0.058
H 0.710 0.884 -1.289 -0.016
H -3.154 0.163 -1.032 0.043
N -0.059 -0.080 0.721 -0.264
Si 1.469 0.054 -0.156 0.607
H -0.058 -0.658 1.768 0.190
C -1.270 -0.124 0.244 -0.431
```

As for the orbital gap: 9.171 eV. The HOMO energy is -0.3119 Eh. The value obtained for the LUMO energy is 0.682 eV. As for the structure (SMILES): C#CN[SiH3].



(Q)
Molecular formula: C2H5NSi
Method: DFT, wB97M-V/def2-TZVPD

Geometry as XYZ:
```
9
Properties=species:S:1:pos:R:3:lowdin_charge:R:1
C -1.576 1.609 -0.665 0.110
C -0.885 0.586 -0.752 -0.411
H 0.257 -1.735 1.523 -0.073
Si 0.998 -0.578 0.852 0.514
N 0.178 -0.048 -0.529 -0.231
H 0.876 0.497 1.740 -0.081
H 2.193 -1.213 0.479 -0.102
H -2.240 2.383 -1.063 0.033
H 0.199 -1.501 -1.585 0.241
```

As for the orbital gap (alpha / beta): 7.934 / 7.041 eV. The HOMO energy (alpha / beta) is -0.3242 / -0.3147 Eh. The value obtained for the LUMO energy (alpha / beta) is -0.888 / -1.523 eV.



Which of them is most stable? Easy: (P).



(P)
Molecular formula: C2H5N3O2S
Method: DFT, wB97M-V/def2-TZVPD

Geometry as XYZ:
```
13
Properties=species:S:1:pos:R:3:lowdin_charge:R:1
C 1.483 -0.080 0.323 -0.553
H -3.219 -1.496 -0.818 -0.038
O 1.347 -0.117 1.529 0.067
N -1.599 -0.174 0.001 -0.355
N 2.263 -1.156 -0.248 0.127
N 0.826 0.827 -0.468 0.045
O -0.045 1.562 0.279 -0.080
C -1.352 1.069 0.231 -0.332
H 2.777 -1.675 0.504 0.119
H -2.263 1.880 0.364 0.159
H 1.288 1.489 -1.062 0.154
S -3.307 -0.488 0.340 0.625
H 1.801 -1.639 -0.975 0.062
```

As for the orbital gap: 9.558 eV. The HOMO energy is -0.3316 Eh. The value obtained for the LUMO energy is 0.534 eV. As for the structure (SMILES): NC(=O)NO/C=N/S.



(Q)
Molecular formula: C2H5N3O2S
Method: DFT, wB97M-V/def2-TZVPD

Geometry as XYZ:
```
13
Properties=species:S:1:pos:R:3:lowdin_charge:R:1
H -0.561 -2.244 -0.284 0.137
C 0.630 0.816 0.053 -0.658
S -1.966 -0.052 0.044 0.809
O -2.173 -0.259 1.441 -0.339
H 0.647 -0.787 1.287 0.117
C -0.390 -1.126 -0.468 -0.271
H -0.128 -0.898 -1.523 0.120
N 1.922 1.137 -0.018 0.112
O -3.085 -0.022 -0.892 -0.338
N -0.369 1.531 -0.118 0.093
H 2.145 2.145 0.000 0.116
H 2.690 0.420 0.175 0.145
N 0.636 -0.661 0.303 -0.041
```

As for the orbital gap (alpha / beta): 9.342 / 9.343 eV. The HOMO energy (alpha / beta) is -0.3536 / -0.3536 Eh. The value obtained for the LUMO energy (alpha / beta) is -0.279 / -0.279 eV.



Which of them is most stable? Easy: (Q).



(P)
Molecular formula: C2H5N3O2S
Method: DFT, wB97M-V/def2-TZVPD

Geometry as XYZ:
```
13
Properties=species:S:1:pos:R:3:lowdin_charge:R:1
O -1.741 1.233 0.844 -0.008
C 0.364 -0.955 0.302 -0.657
H -0.086 0.092 -1.318 0.078
C -2.510 0.444 0.407 -0.617
S -2.112 -0.881 -0.665 0.990
H 1.819 1.557 -0.101 0.095
N 1.795 0.703 -0.637 0.011
H 2.617 0.514 -1.203 0.096
N -0.445 -0.683 -0.774 -0.273
N 1.623 -0.373 0.218 -0.031
O 0.083 -1.661 1.224 0.061
H 2.233 -0.474 1.023 0.148
H -3.640 0.483 0.679 0.106
```

As for the orbital gap: 10.504 eV. The HOMO energy is -0.3606 Eh. The value obtained for the LUMO energy is 0.692 eV. As for the structure (SMILES): NNC(=O)NSC=O.



(Q)
Molecular formula: C2H5N3O2S
Method: DFT, wB97M-V/def2-TZVPD

Geometry as XYZ:
```
13
Properties=species:S:1:pos:R:3:lowdin_charge:R:1
O 0.772 0.868 0.023 -0.141
H 0.539 -2.607 1.627 0.326
C 0.975 -0.402 0.220 -1.003
O 1.948 -1.789 1.712 -0.161
N 1.138 -0.612 1.518 -0.138
N 0.113 1.435 -1.005 -0.077
S 0.835 -1.467 -0.988 0.708
C -1.336 1.102 -1.104 -0.234
N -1.800 0.619 -0.006 0.098
H -2.747 0.373 -0.072 0.023
H -1.598 1.021 -2.283 0.165
H 0.504 -0.140 2.342 0.242
H 0.657 1.598 -1.985 0.193
```

As for the orbital gap: 7.545 eV. The HOMO energy is -0.3221 Eh. The value obtained for the LUMO energy is -1.220 eV.



Which of them is most stable? Easy: (P).